1.
C3H5ClO3 | ωB97M-V with the def2-TZVPD basis set

Geometry as XYZ:
```
12
Properties=species:S:1:pos:R:3:forces:R:3:mulliken_charge:R:1
C -0.217890 0.063472 0.723691 -0.32 0.09 6.56 0.6353
C -0.178331 -0.157189 -1.568732 -1.26 -1.13 -0.18 -0.6214
C 0.561169 0.781428 2.326205 1.37 -1.17 -5.54 0.0616
O -1.164541 -0.654388 1.039441 1.32 0.87 -1.79 -0.6376
O -0.042760 0.112405 3.269961 1.78 1.49 2.89 -0.4784
O 0.368360 0.385137 -0.350893 0.59 0.20 -1.46 -0.2605
Cl 0.286697 2.547013 2.179989 0.18 -0.30 0.43 -0.1875
H 0.030381 0.570956 -2.393246 -1.03 -0.44 0.97 0.2143
H -1.214715 -0.571350 -1.258816 1.21 1.41 -1.34 0.3226
H 0.341609 -1.066987 -1.858193 0.52 -0.04 0.28 0.2698
H 1.649530 0.480301 2.167558 -1.20 1.11 0.58 0.2935
H -0.692062 -0.356406 2.832117 -3.16 -2.10 -1.41 0.3883
```
Forces are in eV/Å.

Summary:
Energy relative to the best compared isomer or geometry (same formula, charge and spin): 1.966 eV
LUMO energy: 0.0238 Eh
HOMO level: -9.56 eV

=====

2.
C3H5ClO3 | ωB97M-V with the def2-TZVPD basis set

Geometry as XYZ:
```
12
Properties=species:S:1:pos:R:3:forces:R:3:mulliken_charge:R:1
C -1.865456 1.413187 2.535653 -1.21 0.84 -0.58 0.7895
C -1.538641 0.241578 2.110616 0.74 -2.39 0.15 -0.7940
C 0.779296 -0.337667 -0.422643 0.50 -0.91 -1.27 -0.1116
O -2.318068 2.460799 2.726754 0.29 0.52 0.63 -0.3579
O 1.133120 0.905047 -0.261793 -0.07 0.03 -0.60 -0.2508
O 1.170162 -0.746602 -1.689578 -1.22 -2.19 0.51 -0.4151
Cl 3.099070 -1.616633 -4.138703 0.15 -0.21 -0.27 -0.2689
H 2.589264 -0.859844 -3.250215 -0.12 0.21 0.23 0.2882
H -0.545659 0.094796 1.666169 -0.62 -0.05 0.20 0.1767
H -2.167730 -0.639433 2.400773 0.74 1.07 -0.35 0.2458
H 1.480365 1.340208 -1.078013 0.01 -0.35 0.26 0.3069
H 0.880978 -1.751689 -1.882309 0.82 3.42 1.08 0.3912
```
Forces are in eV/Å.

Summary:
Energy relative to the best compared isomer or geometry (same formula, charge and spin): 3.132 eV
LUMO energy: 0.0137 Eh
HOMO level: -9.06 eV

=====

3.
C3H5ClOS | ωB97M-V with the def2-TZVPD basis set

Geometry as XYZ:
```
11
Properties=species:S:1:pos:R:3:forces:R:3:mulliken_charge:R:1
C -0.722029 0.858244 -0.110450 0.39 -0.93 -1.04 -0.3572
C 0.035602 -0.317919 0.458061 -0.02 0.39 0.06 0.2697
C 0.934045 -0.951649 -0.536962 1.01 -1.80 0.38 -0.6249
H -0.793015 1.647775 1.558068 -0.08 0.07 0.99 0.2726
H -1.723050 0.503819 -0.130805 -1.39 -0.33 -0.33 0.2913
H -0.416762 0.952079 -1.199383 -0.19 0.76 1.44 0.3074
H 1.475165 -0.228582 -1.127201 -0.19 0.27 -0.36 0.3670
H 1.663329 -1.508631 0.043199 0.13 -0.23 -0.22 0.3415
O -0.650660 1.995216 0.683574 0.38 0.64 -0.82 -0.4526
S 0.001872 -0.751226 2.021245 -0.05 0.25 -0.63 -0.2437
Cl 0.195502 -2.199125 -1.659346 0.01 0.91 0.54 -0.1711
```
Forces are in eV/Å.

Summary:
Energy relative to the best compared isomer or geometry (same formula, charge and spin): 1.131 eV
LUMO energy: -0.0404 Eh
HOMO level: -9.53 eV

=====

4.
C3H5ClS | ωB97M-V with the def2-TZVPD basis set

Geometry as XYZ:
```
10
Properties=species:S:1:pos:R:3:forces:R:3:mulliken_charge:R:1
C -0.026090 0.260578 0.335905 -1.67 2.34 1.14 -0.0329
C 0.224409 -1.201784 0.080083 0.01 0.25 -0.42 -0.4338
C 0.589560 -0.058383 -0.950362 -1.47 -1.87 -1.44 -0.3030
H -2.262595 2.228499 2.195560 0.90 -1.57 -2.56 0.0684
H 0.482858 0.892817 1.116721 0.00 -1.28 -1.01 0.3160
H 1.148726 -1.510860 0.532126 -0.02 -0.53 0.60 0.2502
H -0.596814 -2.014789 -0.055262 1.58 1.88 -0.14 0.2252
H -0.010376 -0.196951 -1.867906 -0.18 0.65 0.87 0.3303
S -1.704996 1.152361 0.147225 0.48 0.29 2.31 -0.2335
Cl 2.155318 0.448512 -1.534090 0.36 -0.17 0.65 -0.1868
```
Forces are in eV/Å.

Summary:
Energy relative to the best compared isomer or geometry (same formula, charge and spin): 4.675 eV
LUMO energy: -0.0831 Eh
HOMO level: -9.34 eV

=====

5.
C3H5ClS | ωB97M-V with the def2-TZVPD basis set

Geometry as XYZ:
```
10
Properties=species:S:1:pos:R:3:forces:R:3:mulliken_charge:R:1
C 1.715314 0.606821 0.216045 1.14 1.18 -1.17 -0.3174
C 1.226242 -0.741043 0.541556 1.70 -0.90 -0.64 -0.3053
C -2.208515 -0.143961 -0.091100 -1.47 -0.44 -1.28 -0.4223
S 0.554271 -0.268668 -0.977866 0.88 0.43 0.34 -0.0761
Cl -3.780438 0.427119 -0.472625 0.40 0.19 0.56 -0.1625
H 1.211748 1.495042 0.708093 0.83 -1.14 -0.67 0.2117
H 2.793562 0.827966 -0.300430 -2.66 -0.62 1.64 0.2412
H 1.910300 -1.649479 0.576937 -1.16 1.17 0.29 0.2667
H -1.579826 0.215857 0.663534 0.20 0.70 1.06 0.3342
H -1.842659 -0.769654 -0.864145 0.13 -0.57 -0.13 0.2298
```
Forces are in eV/Å.

Summary:
Energy relative to the best compared isomer or geometry (same formula, charge and spin): 4.490 eV
LUMO energy (spin up / spin down): -0.0255 / 0.0064 Eh
HOMO level (spin up / spin down): -8.13 / -8.31 eV

=====

6.
C3H5CoO3 | ωB97M-V with the def2-TZVPD basis set

Geometry as XYZ:
```
12
Properties=species:S:1:pos:R:3:forces:R:3:mulliken_charge:R:1
H 2.387732 -1.375694 -0.720215 -3.35 -2.33 3.35 0.5603
O 0.399900 -0.367369 1.364335 1.43 -0.44 -0.18 -0.5112
C 0.589276 -0.996312 0.274034 -2.55 0.62 3.44 1.2009
C -0.113000 1.505292 0.242058 -0.76 1.67 -0.69 -0.3452
O 1.520241 -1.842698 0.098358 6.22 1.53 -4.46 -0.5426
O -0.530752 -1.144965 -0.372648 -1.07 -1.61 -1.41 -0.6774
C -0.963603 0.898060 -0.717278 -0.46 1.31 -0.18 -0.1157
H 0.839275 1.923493 -0.091947 0.16 -0.65 0.32 0.3476
H -0.567646 2.050031 1.072781 0.19 -0.64 0.13 0.3094
H -0.654326 0.871220 -1.764649 -0.03 -0.38 0.31 0.2953
H -2.039281 0.906359 -0.524885 0.33 -0.44 -0.03 0.3162
Co -0.867816 -2.427418 1.140056 -0.13 1.35 -0.60 1.1623
```
Forces are in eV/Å.

Summary:
Energy relative to the best compared isomer or geometry (same formula, charge and spin): 3.269 eV
Total charge: +2
2S+1: 5
⟨S²⟩: 6.01
LUMO energy (spin up / spin down): -0.4298 / -0.4640 Eh
HOMO level (spin up / spin down): -19.06 / -19.99 eV